{"formula": "C39H86BF3IN12O13P", "method": "ωB97M-V/def2-TZVPD", "e_homo_ha": -0.300, "smiles": "CNC[C@]1(B(O)N(C)C)[C@@H](C(F)(F)F)C(=O)O[C@]1(C[C@@H](C)I)P(N)O.CN(C)C=O.CN(C)C=O.CN(C)C=O.CN(C)C=O.CN(C)C=O.CN(C)C=O.CN(C)C=O.CN(C)C=O.CN(C)C=O", "elements": ["C", "N", "C", "C", "B", "O", "N", "C", "C", "C", "C", "F", "F", "F", "C", "O", "O", "C", "C", "C", "C", "I", "P", "N", "O", "H", "H", "H", "H", "H", "H", "H", "H", "H", "H", "H", "H", "H", "H", "H", "H", "H", "H", "H", "H", "H", "H", "H", "C", "O", "N", "C", "C", "H", "H", "H", "H", "H", "H", "H", "C", "O", "N", "C", "C", "H", "H", "H", "H", "H", "H", "H", "C", "O", "N", "C", "C", "H", "H", "H", "H", "H", "H", "H", "C", "O", "N", "C", "C", "H", "H", "H", "H", "H", "H", "H", "C", "O", "N", "C", "C", "H", "H", "H", "H", "H", "H", "H", "C", "O", "N", "C", "C", "H", "H", "H", "H", "H", "H", "H", "C", "O", "N", "C", "C", "H", "H", "H", "H", "H", "H", "H", "C", "O", "N", "C", "C", "H", "H", "H", "H", "H", "H", "H", "C", "O", "N", "C", "C", "H", "H", "H", "H", "H", "H", "H"], "xyz": [[2.63136, 0.79644, 6.23294], [2.26675, 0.17610, 4.96493], [0.86124, -0.17950, 4.86382], [0.46465, -1.15000, 3.72769], [1.00092, -0.64048, 2.27420], [2.16483, 0.08297, 2.18567], [0.25986, -0.94343, 1.03827], [1.20322, -1.59472, 0.08218], [-0.24135, 0.27600, 0.37742], [-1.10731, -1.11482, 3.76167], [-1.90017, 0.11331, 3.34849], [-2.68228, 0.51147, 4.37947], [-1.13075, 1.17787, 3.03395], [-2.72611, -0.09090, 2.32504], [-1.47612, -2.44356, 3.15453], [-2.17389, -2.76175, 2.24482], [-0.71806, -3.31684, 3.88461], [0.63505, -2.72829, 4.03571], [1.48564, -3.59814, 3.09426], [2.93730, -3.94278, 3.42455], [3.39080, -5.10335, 2.52802], [4.35187, -2.35347, 3.13973], [0.98150, -3.42949, 5.79205], [-0.26169, -2.83885, 6.78564], [2.17529, -2.49309, 6.42268], [3.14252, 0.09734, 6.89893], [3.25723, 1.67628, 6.07478], [1.72588, 1.14374, 6.73548], [2.87849, -0.58212, 4.70947], [0.32215, 0.76237, 4.73008], [0.50028, -0.58027, 5.82117], [2.16455, 0.90042, 2.69820], [1.91780, -2.25069, 0.57584], [1.79542, -0.84295, -0.44448], [0.63400, -2.13623, -0.67404], [-0.15564, 0.17217, -0.70532], [-1.29232, 0.44778, 0.59689], [0.30928, 1.18392, 0.65336], [-1.32699, -1.24034, 4.82447], [0.99295, -4.57385, 3.11876], [1.41410, -3.27047, 2.05787], [3.07026, -4.28056, 4.45025], [2.60615, -5.86049, 2.48536], [3.62605, -4.74898, 1.52459], [4.30171, -5.54832, 2.92840], [-1.16957, -2.83930, 6.34259], [-0.06054, -1.96033, 7.24680], [3.01552, -2.63856, 5.96920], [6.38849, -4.74256, -0.05696], [5.37736, -4.07426, 0.05415], [7.61337, -4.22511, -0.24845], [8.79762, -5.04892, -0.37375], [7.74148, -2.77928, -0.32714], [6.38130, -5.84523, -0.00582], [9.51513, -4.80695, 0.41213], [9.27428, -4.88761, -1.34263], [8.52368, -6.09896, -0.28973], [7.38327, -2.32434, 0.59666], [7.13801, -2.39426, -1.15065], [8.78412, -2.51521, -0.47452], [2.79409, 0.85851, -2.71328], [2.67920, -0.35193, -2.67925], [2.07687, 1.67465, -3.50558], [2.25706, 3.11087, -3.49762], [1.08812, 1.09364, -4.40105], [3.51242, 1.40020, -2.07232], [1.32812, 3.61190, -3.21714], [2.55813, 3.46233, -4.48628], [3.02855, 3.37986, -2.77831], [0.34163, 0.54242, -3.82536], [1.56504, 0.40085, -5.09169], [0.60902, 1.88410, -4.96978], [0.29891, 1.23375, -8.31578], [1.06718, 1.72922, -7.51056], [0.48820, 0.05721, -8.93136], [-0.47085, -0.48457, -9.87225], [1.69656, -0.70160, -8.64107], [-0.64768, 1.72475, -8.60474], [-0.82994, -1.45104, -9.51369], [0.00706, -0.62038, -10.84460], [-1.31569, 0.19275, -9.98458], [1.74154, -0.94016, -7.58063], [2.57451, -0.10946, -8.90351], [1.68756, -1.62359, -9.21474], [-1.89361, 4.98106, 3.20595], [-1.28973, 6.03587, 3.13153], [-3.17440, 4.86135, 3.59756], [-3.84633, 3.57856, 3.66338], [-3.90055, 6.06502, 3.96365], [-1.42842, 4.01372, 2.94956], [-4.71447, 3.57714, 3.00071], [-4.18636, 3.38142, 4.68133], [-3.16633, 2.78882, 3.35793], [-3.92250, 6.75424, 3.11939], [-3.40055, 6.56429, 4.79436], [-4.91616, 5.80546, 4.25265], [-1.44582, -1.56557, -6.73729], [-0.48831, -2.29758, -6.90987], [-2.67314, -1.97584, -6.37928], [-3.77243, -1.05056, -6.19650], [-2.90028, -3.39664, -6.16443], [-1.37569, -0.47091, -6.86847], [-4.14910, -1.10296, -5.17370], [-4.58906, -1.28740, -6.88116], [-3.43299, -0.03505, -6.39295], [-2.24655, -3.76303, -5.37263], [-2.67489, -3.95155, -7.07631], [-3.93555, -3.56715, -5.88205], [10.45795, -0.20446, 0.14319], [10.50288, -1.20329, 0.83656], [9.68586, 0.86589, 0.40437], [9.66412, 2.03153, -0.45540], [8.84738, 0.84106, 1.59241], [11.05476, -0.09531, -0.77831], [9.97713, 2.92003, 0.09631], [8.65923, 2.19869, -0.84769], [10.34431, 1.88277, -1.29139], [9.45993, 0.72012, 2.48590], [8.14932, 0.00496, 1.54708], [8.29123, 1.77267, 1.65672], [-5.32695, -6.61844, -4.73178], [-5.31563, -5.40743, -4.85192], [-4.48237, -7.45089, -5.36796], [-4.53592, -8.88847, -5.20132], [-3.48708, -6.86613, -6.25073], [-6.04762, -7.14149, -4.08162], [-3.59225, -9.26279, -4.80018], [-4.72860, -9.37799, -6.15795], [-5.33525, -9.14709, -4.51011], [-2.84724, -6.18717, -5.68763], [-3.98171, -6.29523, -7.03735], [-2.88311, -7.65201, -6.69622], [-6.38744, 11.03774, 4.18434], [-7.04114, 10.21234, 4.78917], [-5.23528, 10.77382, 3.53669], [-4.49589, 11.79714, 2.82834], [-4.72587, 9.41278, 3.55598], [-6.69063, 12.09679, 4.11259], [-4.40640, 11.54330, 1.77005], [-3.49324, 11.90558, 3.24676], [-5.01472, 12.74965, 2.91539], [-5.45301, 8.73007, 3.11542], [-4.54201, 9.09524, 4.58262], [-3.79679, 9.36868, 2.99291], [-8.23165, 3.01022, 3.94292], [-7.46233, 3.44184, 4.77888], [-8.10021, 1.81511, 3.33433], [-9.04539, 1.34574, 2.34269], [-6.96872, 0.97498, 3.69317], [-9.11863, 3.57383, 3.60733], [-9.51211, 0.41395, 2.66823], [-8.54493, 1.17065, 1.38825], [-9.82325, 2.09235, 2.19665], [-6.99369, 0.73989, 4.75742], [-6.03022, 1.48919, 3.48512], [-7.00921, 0.05402, 3.11730]], "forces_ev_per_a": [[-0.12, -0.07, -0.16], [-0.08, 0.41, -0.31], [0.51, -0.16, 0.47], [-0.73, 0.24, 0.06], [0.01, -0.04, 0.01], [-0.70, 0.49, -0.69], [0.64, -0.29, -0.09], [-0.09, 0.46, -0.12], [-0.31, 0.11, -0.04], [0.17, 0.03, 0.10], [-0.10, -0.11, -0.09], [0.05, 0.05, 0.11], [0.11, 0.01, -0.07], [-0.03, 0.02, -0.12], [0.07, -0.03, -0.42], [-0.15, 0.02, 0.74], [0.26, -0.14, -0.63], [0.17, 0.38, 0.46], [0.17, 0.02, -0.02], [-0.02, -0.63, -0.39], [0.15, 0.31, 0.03], [0.04, 0.10, 0.27], [-0.15, -0.46, -0.20], [0.20, 0.19, 0.00], [0.01, 0.24, -0.02], [-0.02, 0.05, 0.11], [0.11, -0.06, 0.03], [0.04, -0.02, 0.06], [0.03, -0.09, 0.05], [-0.12, -0.09, -0.10], [-0.04, -0.11, -0.08], [0.50, -0.45, 0.69], [-0.08, -0.15, -0.05], [0.11, -0.09, 0.04], [0.03, -0.19, 0.11], [0.01, -0.09, 0.04], [-0.01, -0.03, 0.02], [0.12, -0.05, -0.02], [-0.23, 0.13, -0.03], [-0.08, 0.06, 0.02], [-0.05, 0.05, 0.03], [-0.15, 0.25, 0.11], [0.04, -0.05, 0.02], [-0.13, -0.10, -0.07], [-0.01, -0.03, -0.01], [-0.09, -0.14, 0.16], [-0.09, 0.05, -0.08], [0.07, -0.03, 0.10], [-0.04, 0.01, 0.01], [-0.07, -0.06, 0.00], [0.13, -0.03, -0.04], [-0.05, 0.13, 0.03], [-0.11, -0.03, -0.05], [0.01, 0.01, -0.01], [0.03, -0.03, -0.01], [0.03, -0.04, 0.00], [-0.02, -0.01, 0.00], [0.02, 0.05, -0.01], [-0.01, 0.02, 0.02], [0.03, -0.05, 0.06], [0.04, -0.03, 0.07], [-0.02, 0.03, -0.05], [-0.05, 0.13, -0.02], [-0.05, -0.11, -0.08], [0.04, -0.12, 0.17], [0.00, 0.01, -0.01], [0.02, 0.04, 0.01], [0.00, 0.04, 0.01], [0.01, -0.01, 0.01], [0.00, -0.01, -0.02], [-0.04, 0.00, -0.05], [0.04, 0.02, -0.04], [-0.04, 0.04, 0.03], [0.00, 0.05, -0.02], [-0.07, -0.05, -0.10], [0.24, -0.10, 0.09], [0.04, 0.21, 0.09], [0.01, 0.00, -0.02], [-0.04, -0.01, -0.06], [-0.11, -0.02, -0.06], [0.02, 0.04, 0.02], [0.00, -0.07, -0.01], [0.02, -0.04, -0.01], [-0.04, -0.02, 0.00], [0.08, -0.01, -0.04], [-0.02, 0.02, 0.00], [-0.06, -0.09, 0.01], [-0.08, 0.22, 0.04], [0.12, -0.03, -0.03], [-0.01, 0.00, 0.01], [-0.03, -0.06, 0.03], [-0.06, -0.08, -0.03], [0.05, 0.03, -0.02], [-0.03, 0.03, 0.02], [-0.04, 0.04, 0.00], [0.00, -0.05, 0.00], [0.07, 0.13, 0.03], [-0.03, -0.06, -0.07], [-0.10, -0.01, 0.00], [0.05, -0.12, 0.03], [0.06, 0.09, -0.03], [-0.02, 0.00, 0.02], [-0.03, 0.03, 0.00], [-0.02, 0.03, 0.01], [0.02, 0.01, 0.00], [-0.01, -0.03, 0.00], [0.01, -0.02, 0.01], [0.00, -0.02, 0.03], [0.04, -0.04, 0.00], [0.02, -0.02, -0.02], [-0.05, 0.10, -0.03], [-0.06, -0.06, 0.13], [0.07, -0.07, -0.03], [0.00, 0.02, 0.01], [0.01, 0.03, -0.04], [0.01, 0.03, -0.03], [0.01, -0.01, -0.01], [-0.02, 0.00, 0.02], [-0.02, 0.01, 0.02], [0.00, 0.02, -0.02], [-0.07, 0.03, 0.03], [0.01, 0.01, -0.02], [0.03, -0.11, -0.02], [0.08, 0.11, -0.06], [-0.13, 0.06, 0.09], [0.01, -0.01, 0.00], [-0.02, -0.04, 0.01], [-0.01, -0.04, 0.02], [-0.01, 0.01, 0.01], [0.06, 0.00, -0.06], [0.07, 0.01, -0.04], [-0.01, -0.04, 0.03], [-0.07, 0.04, 0.03], [0.01, -0.03, 0.00], [0.10, 0.04, -0.09], [0.00, -0.15, 0.04], [-0.09, 0.09, 0.06], [0.01, 0.00, -0.01], [0.02, 0.04, -0.01], [0.01, 0.04, -0.02], [-0.01, 0.01, 0.01], [0.01, -0.02, 0.01], [0.01, -0.05, -0.01], [0.01, 0.01, 0.00], [-0.01, 0.04, 0.02], [0.09, 0.01, -0.01], [-0.03, -0.07, -0.08], [0.13, -0.04, 0.07], [-0.04, 0.10, 0.05], [0.00, -0.01, 0.00], [-0.04, 0.00, -0.03], [-0.04, 0.00, -0.03], [-0.01, 0.02, 0.01], [0.03, -0.02, 0.00], [0.02, -0.03, 0.00], [-0.01, 0.00, -0.02]]}